<a>
Molecular formula: C26H74O19S11
Method: DFT, ωB97M-V/def2-TZVPD

- E_LUMO (eV) = 0.4
- HOMO (eV) = -8.6345
- multiplicity = 1
- charge = 0

Each line ends with the Löwdin charge.
Element x y z (Å)
1 C -0.578 -1.356 5.050  -0.2412
2 S -1.153 -2.859 4.203  0.8496
3 O -1.798 -2.428 2.926  -0.5575
4 C 0.443 -3.568 3.837  -0.2585
5 H -0.155 -0.636 4.356  0.0095
6 H 0.195 -1.529 5.772  0.0388
7 H -1.397 -0.778 5.436  0.0297
8 H 0.846 -2.893 3.153  -0.0139
9 H 0.190 -4.549 3.385  0.0630
10 H 1.055 -3.664 4.739  0.0709
11 C 3.055 4.590 -4.806  -0.2428
12 S 2.699 2.871 -4.196  0.7903
13 O 1.517 2.399 -4.989  -0.5734
14 C 4.125 2.010 -5.046  -0.2385
15 H 2.309 5.284 -4.477  0.0336
16 H 3.127 4.463 -5.912  0.0603
17 H 4.042 4.880 -4.429  0.0451
18 H 3.929 2.191 -6.140  0.0618
19 H 4.001 0.916 -4.925  0.0516
20 H 5.090 2.381 -4.811  0.0277
21 C -3.066 2.498 -1.154  -0.2474
22 S -4.846 2.207 -0.997  0.8022
23 O -5.313 2.832 0.268  -0.5238
24 C -5.453 3.262 -2.361  -0.2357
25 H -2.610 2.108 -2.091  0.0594
26 H -2.379 2.077 -0.403  0.0226
27 H -2.890 3.582 -1.242  0.0613
28 H -5.038 3.117 -3.357  0.0582
29 H -5.316 4.301 -2.125  0.0458
30 H -6.504 3.086 -2.427  0.0271
31 C 0.472 0.495 -1.284  -0.2042
32 S 0.319 1.224 0.394  0.8527
33 O 1.746 1.227 0.901  -0.5904
34 C -0.424 -0.006 1.347  -0.2821
35 H -0.324 -0.215 -1.669  0.0602
36 H 1.410 -0.057 -1.251  0.0291
37 H 0.652 1.346 -1.952  0.0409
38 H -1.337 -0.377 0.837  0.0613
39 H -0.649 0.405 2.327  0.0188
40 H 0.333 -0.798 1.554  0.0653
41 C -2.902 3.146 5.458  -0.2449
42 S -2.646 1.724 4.363  0.8683
43 O -1.131 1.738 4.220  -0.5866
44 C -3.513 2.359 2.929  -0.2508
45 H -2.624 3.045 6.515  0.0634
46 H -3.965 3.329 5.455  0.0399
47 H -2.372 3.926 4.954  0.0425
48 H -3.581 1.667 2.156  -0.0250
49 H -3.091 3.303 2.570  0.0802
50 H -4.534 2.441 3.304  0.0652
51 C -0.336 -3.597 -0.325  -0.2605
52 S -1.798 -4.372 -1.024  0.8315
53 O -2.807 -3.284 -1.329  -0.5632
54 C -1.221 -4.929 -2.595  -0.2860
55 H -0.667 -3.211 0.654  0.0289
56 H 0.113 -2.793 -0.961  0.0714
57 H 0.388 -4.433 -0.235  0.0562
58 H -0.390 -5.686 -2.492  0.0723
59 H -0.889 -4.084 -3.227  0.0618
60 H -2.083 -5.539 -2.998  0.0693
61 C 4.312 3.070 -0.843  -0.2498
62 S 4.825 2.174 0.671  0.8149
63 O 6.303 2.520 0.812  -0.5753
64 C 3.978 3.203 1.879  -0.2512
65 H 4.794 2.526 -1.691  0.0394
66 H 4.573 4.168 -0.682  0.0825
67 H 3.217 2.856 -0.871  0.0371
68 H 2.899 2.992 1.870  0.0356
69 H 4.182 4.235 1.732  0.0475
70 H 4.263 2.809 2.834  0.0327
71 O 5.950 -2.337 -2.274  -0.2976
72 S 5.505 -1.103 -1.654  0.5696
73 O 4.494 -0.297 -2.339  -0.3179
74 O 4.995 -1.457 -0.187  -0.2821
75 C 3.604 -1.751 0.046  -0.2521
76 C 3.548 -3.179 0.526  -0.0445
77 C 6.914 -0.198 -1.244  -0.1233
78 H 3.061 -1.685 -0.928  0.1088
79 H 3.244 -0.882 0.635  0.1071
80 H 4.013 -3.271 1.484  0.0643
81 H 3.974 -3.806 -0.211  0.0756
82 H 2.499 -3.357 0.805  0.0704
83 H 7.442 0.052 -2.204  0.1078
84 H 7.360 -1.026 -0.662  0.0850
85 H 6.534 0.657 -0.655  0.0300
86 O -1.235 -1.042 -3.855  -0.2982
87 S -2.429 -0.597 -4.499  0.5787
88 O -2.448 0.773 -4.931  -0.2859
89 O -2.860 -1.558 -5.748  -0.2921
90 C -2.187 -1.412 -7.035  -0.2141
91 C -0.697 -1.897 -7.025  -0.0569
92 C -3.801 -1.095 -3.487  -0.1022
93 H -2.112 -0.311 -7.177  0.1130
94 H -2.836 -1.927 -7.714  0.1114
95 H -0.248 -1.484 -7.929  0.0778
96 H -0.710 -2.964 -6.920  0.0596
97 H -0.142 -1.580 -6.109  0.0782
98 H -3.777 -0.638 -2.540  0.0401
99 H -3.530 -2.153 -3.430  0.0520
100 H -4.732 -0.826 -4.062  0.1023
101 O -3.851 0.163 0.583  -0.3551
102 S -4.856 -0.679 1.215  0.5409
103 O -5.083 -0.445 2.606  -0.2687
104 O -6.168 -0.426 0.430  -0.2786
105 C -7.321 0.194 1.120  -0.2098
106 C -8.396 0.445 0.062  -0.0676
107 C -4.540 -2.327 0.872  -0.1300
108 H -6.955 1.134 1.603  0.1211
109 H -7.668 -0.486 1.898  0.1166
110 H -8.869 -0.495 -0.325  0.0899
111 H -8.116 1.036 -0.793  0.0589
112 H -9.285 0.947 0.489  0.0843
113 H -4.458 -2.408 -0.215  0.0509
114 H -5.239 -3.056 1.264  0.0903
115 H -3.569 -2.593 1.286  0.0499
116 O 2.497 -1.406 3.245  -0.3009
117 S 2.828 -0.482 4.327  0.5791
118 O 2.604 -0.973 5.698  -0.2941
119 O 4.279 0.033 4.241  -0.2865
120 C 5.318 -0.927 4.132  -0.2077
121 C 6.121 -0.808 5.523  -0.0300
122 C 2.128 1.040 4.022  -0.1414
123 H 5.916 -0.594 3.274  0.1244
124 H 4.960 -1.936 3.902  0.1127
125 H 7.137 -1.016 5.332  0.0461
126 H 5.656 -1.411 6.332  0.0844
127 H 6.057 0.248 5.816  0.0778
128 H 2.669 1.831 4.598  0.1040
129 H 1.038 1.201 4.287  0.0745
130 H 2.150 1.206 2.951  0.0252

<b>
Molecular formula: C26H74O19S11
Method: DFT, ωB97M-V/def2-TZVPD

- E_LUMO (eV) = -0.1
- HOMO (eV) = -8.1339
- multiplicity = 1
- charge = 0

Each line ends with the Löwdin charge.
Element x y z (Å)
1 O 4.449 -2.031 0.185  -0.3305
2 S 3.969 -2.918 1.256  0.7048
3 O 2.784 -3.756 0.976  -0.3179
4 O 5.246 -3.895 1.781  -0.2594
5 C 6.605 -3.599 1.492  -0.2541
6 C 6.963 -2.238 2.113  -0.0884
7 C 3.639 -1.879 2.723  -0.0939
8 H 6.926 -3.514 0.454  0.1209
9 H 7.231 -4.314 2.026  0.1218
10 H 6.462 -2.041 3.061  0.0720
11 H 6.674 -1.378 1.510  0.0215
12 H 8.033 -2.205 2.316  0.0838
13 H 4.507 -1.227 2.822  0.0540
14 H 3.499 -2.473 3.627  0.0791
15 H 2.721 -1.324 2.533  0.0392
16 O -5.893 1.432 -1.048  -0.3033
17 S -5.886 0.217 -1.871  0.7038
18 O -6.425 0.300 -3.250  -0.3185
19 O -4.366 -0.446 -1.925  -0.2830
20 C -4.008 -1.157 -3.120  -0.2798
21 C -2.653 -1.805 -3.165  -0.0618
22 C -6.767 -1.177 -0.966  -0.0825
23 H -4.054 -0.341 -3.842  0.1100
24 H -4.782 -1.884 -3.368  0.1211
25 H -2.360 -1.953 -4.205  0.0924
26 H -2.617 -2.751 -2.626  0.0763
27 H -1.897 -1.168 -2.705  0.0534
28 H -6.959 -0.889 0.068  0.0521
29 H -6.202 -2.109 -0.922  0.0637
30 H -7.665 -1.380 -1.550  0.0593
31 O -3.162 1.640 1.151  -0.3182
32 S -4.034 0.908 2.063  0.6636
33 O -4.695 -0.332 1.712  -0.2943
34 O -3.379 0.716 3.602  -0.3049
35 C -3.513 -0.555 4.214  -0.2865
36 C -2.931 -0.198 5.551  -0.0636
37 C -5.289 2.132 2.505  -0.0972
38 H -3.000 -1.310 3.619  0.1055
39 H -4.545 -0.900 4.271  0.1190
40 H -1.890 0.101 5.431  0.0818
41 H -2.795 -1.002 6.275  0.0796
42 H -3.479 0.591 6.066  0.0901
43 H -6.256 1.994 2.021  0.0698
44 H -4.896 3.107 2.217  0.0703
45 H -5.530 2.135 3.568  0.0681
46 O 1.347 4.595 -2.563  -0.3057
47 S 2.017 3.332 -2.820  0.6859
48 O 3.127 3.048 -1.915  -0.2990
49 O 0.919 2.035 -2.695  -0.2936
50 C -0.381 2.255 -3.195  -0.3166
51 C -0.557 1.135 -4.158  -0.0894
52 C 2.373 3.260 -4.639  -0.0642
53 H -0.637 3.237 -3.591  0.1235
54 H -1.094 2.188 -2.373  0.1032
55 H -0.546 0.170 -3.652  0.0425
56 H 0.188 1.141 -4.953  0.0662
57 H -1.545 1.270 -4.599  0.0918
58 H 1.406 3.379 -5.126  0.0690
59 H 2.748 2.245 -4.775  0.0445
60 H 3.068 4.076 -4.838  0.0789
61 C -0.542 -5.030 -3.777  -0.2899
62 S 0.719 -5.594 -2.598  0.8752
63 O 0.485 -7.101 -2.320  -0.5827
64 C -0.026 -4.734 -1.141  -0.2735
65 H -0.523 -3.945 -3.877  0.0272
66 H -1.582 -5.339 -3.673  0.0589
67 H -0.278 -5.362 -4.781  0.0430
68 H 0.739 -4.861 -0.375  0.0185
69 H -0.937 -5.133 -0.696  0.0384
70 H -0.152 -3.652 -1.146  0.0282
71 C -0.395 -1.478 1.378  -0.2589
72 S -0.349 0.302 1.877  0.8421
73 O 1.030 0.580 2.401  -0.5780
74 C -0.248 1.100 0.158  -0.2062
75 H -0.257 -1.901 2.374  0.0093
76 H 0.469 -1.820 0.808  0.0443
77 H -1.268 -1.826 0.827  0.0454
78 H 0.813 1.084 -0.094  0.0372
79 H -0.722 2.073 0.284  0.0143
80 H -0.902 0.604 -0.559  0.0428
81 C 1.024 4.572 2.257  -0.2620
82 S 0.766 3.535 3.733  0.8251
83 O 1.201 4.340 4.927  -0.5683
84 C -1.122 3.366 3.648  -0.2149
85 H 0.560 5.553 2.354  0.0434
86 H 0.655 3.987 1.414  0.0237
87 H 2.051 4.687 1.912  0.0508
88 H -1.529 2.682 4.392  0.0348
89 H -1.443 3.079 2.646  0.0161
90 H -1.482 4.358 3.924  0.0497
91 C 6.108 2.312 -0.782  -0.2910
92 S 5.959 1.068 0.487  0.8405
93 O 6.594 1.708 1.728  -0.5650
94 C 4.097 1.303 0.637  -0.2216
95 H 7.151 2.572 -0.963  0.0527
96 H 5.765 3.269 -0.390  0.0627
97 H 5.656 1.961 -1.709  0.0353
98 H 3.591 1.393 -0.324  0.0122
99 H 3.858 2.272 1.073  0.0581
100 H 3.623 0.594 1.316  0.0173
101 C 3.909 -0.142 -3.625  -0.2081
102 S 2.153 -0.768 -3.914  0.8396
103 O 2.423 -2.109 -4.571  -0.5593
104 C 1.819 -1.183 -2.186  -0.2476
105 H 4.488 -0.799 -2.976  0.0609
106 H 3.948 0.899 -3.304  0.0093
107 H 4.343 -0.131 -4.625  0.0475
108 H 1.990 -0.356 -1.497  0.0355
109 H 2.548 -1.944 -1.908  0.0523
110 H 0.796 -1.518 -2.011  0.0345
111 C -0.766 -6.058 3.027  -0.2266
112 S -1.495 -4.366 2.774  0.8581
113 O -1.599 -4.137 1.258  -0.5820
114 C -3.257 -4.706 3.361  -0.2272
115 H 0.263 -5.927 2.691  0.0467
116 H -1.310 -6.813 2.459  0.0585
117 H -0.844 -6.334 4.078  0.0502
118 H -3.926 -3.956 2.938  0.0396
119 H -3.342 -4.621 4.444  0.0436
120 H -3.590 -5.685 3.017  0.0475
121 C -1.050 7.267 -1.321  -0.2557
122 S -1.729 6.355 0.120  0.8258
123 O -3.034 6.988 0.601  -0.5696
124 C -2.225 4.846 -0.861  -0.2323
125 H -0.625 8.207 -0.970  0.0458
126 H -1.891 7.628 -1.914  0.0531
127 H -0.328 6.698 -1.907  0.0393
128 H -2.951 4.181 -0.394  0.0436
129 H -1.424 4.153 -1.117  0.0183
130 H -2.666 5.266 -1.765  0.0473

Of them, <a> has the highest stability.

<a>
Molecular formula: CH2O2S
Method: DFT, ωB97M-V/def2-TZVPD

- E_LUMO (alpha / beta) (eV) = -0.5 / -0.5
- HOMO (alpha / beta) (eV) = -9.2075 / -9.2079
- multiplicity = 1
- charge = 0

Each line ends with the Löwdin charge.
Element x y z (Å)
1 C 1.132 -0.052 0.559  -0.4913
2 O 1.535 0.497 3.026  -0.6028
3 O 1.040 -0.632 -0.647  -0.0341
4 S 2.119 -0.215 1.881  0.8633
5 H -0.131 1.160 0.544  0.2286
6 H 0.863 0.004 -1.254  0.0364

<b>
Molecular formula: CH2O2S
Method: DFT, ωB97M-V/def2-TZVPD

- E_LUMO (alpha / beta) (eV) = -1.8 / -1.8
- HOMO (alpha / beta) (eV) = -10.5354 / -10.5359
- multiplicity = 1
- charge = 0

Each line ends with the Löwdin charge.
Element x y z (Å)
1 C 0.136 -0.590 0.322  -0.1261
2 O -2.404 -0.577 -0.200  -0.5219
3 O 1.651 0.867 -0.268  -0.1919
4 S -1.172 0.155 -0.322  0.8964
5 H 0.807 -1.365 0.532  0.0190
6 H 0.983 1.509 -0.065  -0.0756

<c>
Molecular formula: CH2O2S
Method: DFT, ωB97M-V/def2-TZVPD

- E_LUMO (eV) = -0.2
- HOMO (eV) = -9.4533
- multiplicity = 1
- charge = 0

Each line ends with the Löwdin charge.
Element x y z (Å)
1 C 0.295 0.832 -0.643  -0.2963
2 O 0.598 1.971 -0.790  0.0776
3 O -0.729 -1.660 -0.574  -0.6401
4 S -1.337 -0.362 -0.227  0.8154
5 H 0.798 -0.155 -0.608  0.0555
6 H -1.220 -0.360 1.185  -0.0121

<d>
Molecular formula: CH2O2S
Method: DFT, ωB97M-V/def2-TZVPD

- E_LUMO (eV) = 0.7
- HOMO (eV) = -10.2904
- multiplicity = 1
- charge = 0

Each line ends with the Löwdin charge.
Element x y z (Å)
1 C -0.708 -0.076 -0.167  -0.2780
2 O 1.845 0.976 0.343  -0.4777
3 O 0.139 -1.114 0.335  -0.3780
4 S 1.129 -0.010 -0.454  0.9812
5 H -1.595 -0.354 -0.733  0.0884
6 H -0.810 0.579 0.677  0.0642

Of them, <d> has the highest stability.

<a>
Molecular formula: C2H4N2S3
Method: DFT, ωB97M-V/def2-TZVPD

- E_LUMO (alpha / beta) (eV) = -1.3 / -1.7
- HOMO (alpha / beta) (eV) = -8.3124 / -8.2775
- multiplicity = 1
- charge = 0

Each line ends with the Löwdin charge.
Element x y z (Å)
1 C 1.628 0.384 0.079  -1.3521
2 C -0.832 0.198 0.501  -0.3964
3 N 0.353 0.820 0.027  -0.0833
4 N -0.746 -1.206 0.494  -0.5636
5 S 3.023 1.117 -0.585  0.5201
6 S 1.846 -1.165 0.651  0.7484
7 S -1.041 -1.998 -0.824  0.8246
8 H -0.980 0.460 1.529  0.1185
9 H -1.618 0.554 -0.148  0.0999
10 H 0.063 1.783 -0.272  0.1646
11 H -1.697 -0.947 -1.451  -0.0807

<b>
Molecular formula: C2H4N2S3
Method: DFT, ωB97M-V/def2-TZVPD

- E_LUMO (alpha / beta) (eV) = -1.1 / -1.1
- HOMO (alpha / beta) (eV) = -8.2941 / -9.1241
- multiplicity = 1
- charge = 0

Each line ends with the Löwdin charge.
Element x y z (Å)
1 C 1.481 1.257 -0.520  -0.6219
2 C -0.197 -0.848 0.594  -1.1790
3 N 0.553 2.034 -0.639  0.1104
4 N -0.917 0.241 0.660  -0.5297
5 S 1.595 -0.403 0.246  0.8405
6 S -0.948 -2.183 -0.298  0.6990
7 S -2.369 0.549 -0.042  0.8028
8 H 2.598 1.374 -0.871  0.0930
9 H 0.016 -1.313 1.584  0.0640
10 H 0.219 -2.474 -0.906  -0.1343
11 H -2.030 1.766 0.192  -0.1447

Of them, <a> has the highest stability.

<a>
Molecular formula: C2H4N2S3
Method: DFT, ωB97M-V/def2-TZVPD

- E_LUMO (alpha / beta) (eV) = -1.5 / -1.5
- HOMO (alpha / beta) (eV) = -7.8543 / -7.8532
- multiplicity = 1
- charge = 0

Each line ends with the Löwdin charge.
Element x y z (Å)
1 C -0.855 0.510 -1.548  -0.7047
2 C 0.342 -0.270 1.086  -0.6774
3 N -0.320 -0.746 -1.220  0.0332
4 N 0.153 -1.013 -0.093  -0.7085
5 S 0.761 -2.445 0.465  0.7117
6 S -1.290 1.683 -0.245  0.4230
7 S 1.795 0.623 1.352  0.8102
8 H -0.125 1.008 -2.196  0.0752
9 H -1.742 0.304 -2.156  0.0685
10 H -0.383 -0.366 1.874  0.0693
11 H 1.663 0.713 2.678  -0.1006

<b>
Molecular formula: C2H4N2S3
Method: DFT, ωB97M-V/def2-TZVPD

- E_LUMO (alpha / beta) (eV) = -1.6 / -1.7
- HOMO (alpha / beta) (eV) = -7.6722 / -7.6676
- multiplicity = 1
- charge = 0

Each line ends with the Löwdin charge.
Element x y z (Å)
1 C -0.522 0.632 -0.225  -0.0166
2 C 0.104 -0.449 0.444  -0.4509
3 N -2.184 -0.528 -1.126  -0.7315
4 N -2.269 -1.581 -0.383  -1.0766
5 S -2.773 -0.095 -2.513  0.5755
6 S -3.297 -2.796 -0.687  0.4733
7 S -1.149 -1.913 0.953  0.8561
8 H -1.337 0.999 0.469  0.1023
9 H -0.244 1.190 -1.159  0.1134
10 H 0.924 -0.785 -0.212  0.0841
11 H 0.561 -0.209 1.395  0.0708

Of them, <a> has the highest stability.